C4H23NO7 | ωB97M-V/def2-TZVPD

```
! RIJCOSX wB97M-V def2-TZVPD def2/J DEFGRID3
* xyz 0 1
O 1.3231 -0.7507 -3.6623
H 1.4428 -0.4973 -2.7276
H 1.5387 0.0394 -4.1670
O 0.3831 -3.1375 -0.2833
H -0.2956 -3.0363 0.3974
H 1.0770 -3.6690 0.1310
O 0.4583 -3.4037 -3.1461
H 0.6030 -2.5319 -3.5491
H 0.6982 -3.2526 -2.2251
O 1.6402 -0.6479 -0.9623
H 1.2267 -1.5187 -0.8037
H 2.5879 -0.7522 -0.6784
O 2.2404 -1.3734 2.8071
H 1.8382 -1.9763 3.4414
H 1.6666 -1.4150 2.0307
O 4.2335 -0.8249 -0.3311
H 4.9668 -0.5327 -0.8848
H 4.4982 -0.6068 0.5726
C -1.9478 0.2574 -0.4287
C -1.0973 1.2510 0.3562
C -1.9275 2.0592 1.3540
O -2.6918 3.0019 0.6613
C -3.4466 3.8285 1.5211
N -0.1754 0.4100 1.1278
H -1.3846 -0.4336 -1.0531
H -2.6687 0.7518 -1.0866
H -2.5278 -0.2774 0.3271
H -0.5728 1.9224 -0.3326
H -1.2332 2.5810 2.0364
H -2.3939 1.3727 2.0757
H -4.2141 3.2281 2.0186
H -3.9780 4.5879 0.9487
H -2.7821 4.3454 2.2201
H 0.3692 0.9581 1.7935
H 0.5450 0.0433 0.5011
*
```

Summary:
Energy relative to the best compared isomer or geometry (same formula, charge and spin)   107.48 kJ/mol
E_tot   -747.61447 a.u.
Lowest unoccupied orbital energy   0.0 eV
Gap between HOMO and LUMO   9.316 eV
SMILES string   COC[C@H](C)N.O.O.O.O.O.O
HOMO   -9.286 eV

---

C46H52BN7P2Rh | ωB97M-V/def2-TZVPD

```
! RIJCOSX wB97M-V def2-TZVPD def2/J DEFGRID3
* xyz 1 5
Rh 0.4259 -1.0912 0.6640
C -0.1559 -5.0840 0.5689
C 1.0393 -4.4679 1.2306
C 1.9992 -5.1453 2.0006
C 2.9816 -4.2184 2.2750
C 4.2621 -4.3849 3.0313
N 2.6037 -3.0599 1.7002
N 1.4031 -3.1935 1.0709
B 3.4100 -1.7569 1.5612
N 3.4017 -1.3035 0.0822
N 2.2335 -1.0936 -0.5910
C 2.5628 -0.7834 -1.8469
C 1.5393 -0.5968 -2.9095
C 3.9520 -0.7459 -1.9736
C 4.4518 -1.0909 -0.7313
C 5.8782 -1.2425 -0.3089
N 2.7686 -0.6844 2.4831
N 1.4084 -0.5725 2.6105
C 1.1966 0.1581 3.7142
C -0.1418 0.4695 4.3071
C 2.4184 0.5322 4.2777
C 3.3924 -0.0203 3.4724
C 4.8803 0.0652 3.6105
H 0.0867 -6.1023 0.2705
H -0.4404 -4.5264 -0.3210
H -1.0232 -5.1376 1.2322
H 1.9929 -6.1895 2.2865
H 4.3355 -5.4044 3.4028
H 4.3144 -3.7027 3.8827
H 5.1286 -4.1891 2.3952
H 4.5413 -1.9397 1.9074
H 0.7753 0.1067 -2.6021
H 1.0522 -1.5462 -3.1486
H 2.0026 -0.2136 -3.8187
H 4.5210 -0.5270 -2.8669
H 6.5281 -1.0524 -1.1610
H 6.0799 -2.2496 0.0596
H 6.1403 -0.5419 0.4850
H -0.5459 1.4016 3.9160
H -0.0235 0.5954 5.3817
H -0.8611 -0.3307 4.1393
H 2.5638 1.1147 5.1776
H 5.1276 0.7777 4.3962
H 5.3456 0.4006 2.6816
H 5.3198 -0.9002 3.8714
C -1.0757 2.4929 -1.3813
P -0.7780 1.0870 -0.1450
C -2.4913 0.9371 0.5066
C -2.7251 0.7461 1.8670
C -4.0154 0.5859 2.3572
C -5.0977 0.5961 1.4845
C -4.8763 0.7508 0.1244
C -3.5826 0.9159 -0.3624
C 0.1181 2.1285 1.0792
C -0.4921 3.0685 1.9081
C 0.2821 3.9042 2.7034
C 1.6686 3.8180 2.6722
C 2.2857 2.9008 1.8326
C 1.5147 2.0606 1.0388
P -0.5212 2.4453 -3.1546
C -1.8077 1.3843 -3.9445
C -1.3966 0.2555 -4.6508
C -2.3251 -0.5663 -5.2870
C -3.6765 -0.2656 -5.2171
C -4.0998 0.8692 -4.5298
C -3.1711 1.6936 -3.9085
C -1.1110 4.0971 -3.7084
C -1.5758 5.1145 -2.8794
C -1.9933 6.3298 -3.4186
C -1.9500 6.5408 -4.7874
C -1.4743 5.5358 -5.6226
C -1.0536 4.3306 -5.0858
H -0.5200 3.3229 -0.9564
H -2.1345 2.7359 -1.3310
H -1.8847 0.7379 2.5451
H -4.1790 0.4614 3.4233
H -6.1076 0.4826 1.8646
H -5.7127 0.7503 -0.5665
H -3.4375 1.0373 -1.4310
H -1.5732 3.1560 1.9321
H -0.2007 4.6316 3.3473
H 2.2646 4.4735 3.2976
H 3.3667 2.8333 1.7944
H 2.0039 1.3467 0.3813
H -0.3372 0.0305 -4.7194
H -1.9886 -1.4320 -5.8472
H -4.4019 -0.9006 -5.7142
H -5.1543 1.1230 -4.5002
H -3.5062 2.5970 -3.4074
H -1.6187 4.9872 -1.8041
H -2.3569 7.1099 -2.7596
H -2.2778 7.4860 -5.2024
H -1.4277 5.6960 -6.6938
H -0.6789 3.5517 -5.7443
C -1.9159 -2.0869 -1.7268
C -2.2909 -2.4430 -0.3433
C -3.4974 -3.0972 0.0972
C -3.3613 -3.2878 1.4290
C -2.0618 -2.7570 1.7877
C -1.4082 -2.8457 3.1114
N -1.4539 -2.2311 0.7056
H -2.3761 -2.7670 -2.4425
H -0.8324 -2.1069 -1.8449
H -2.2598 -1.0779 -1.9796
H -4.3289 -3.3772 -0.5380
H -4.0590 -3.7588 2.1096
H -2.0488 -2.4187 3.8875
H -0.4402 -2.3543 3.1097
H -1.2545 -3.8983 3.3721
*
```

Summary:
E_tot   -2985.36237 a.u.
Lowest unoccupied orbital energy (spin up / spin down)   -1.6 / -4.3 eV
Gap between HOMO and LUMO (spin up / spin down)   8.750 / 6.167 eV
HOMO (spin up / spin down)   -10.312 / -10.459 eV

---

C20H20FN3O4 | ωB97M-V/def2-TZVPD

```
! RIJCOSX wB97M-V def2-TZVPD def2/J DEFGRID3
* xyz 0 1
C 3.0752 -1.9822 1.1494
C 3.3998 -0.7050 2.0269
O 2.9596 0.5244 1.3708
C 1.7976 0.3667 0.6494
C 0.4991 0.1345 1.3397
C 0.3894 0.0516 2.9151
C -1.0851 0.5291 3.2493
C -2.1356 -0.3844 3.7001
C -3.5101 0.1132 3.9547
C -3.7376 1.5479 3.7094
C -2.6909 2.4768 3.2814
C -1.3352 1.9767 3.0366
C -0.6811 -0.0156 0.4856
N -0.5920 0.0957 -0.8797
F -1.7177 -0.0419 -1.5806
C 0.6026 0.3265 -1.5583
C 0.4524 0.4332 -3.1210
C 0.5589 -0.8103 -3.8369
C 0.3867 -0.8208 -5.2964
C 0.1109 0.5202 -5.8202
C 0.0837 1.6498 -4.9156
N 0.2416 1.7115 -3.5572
C 1.8573 0.4545 -0.8418
C 3.1743 0.6725 -1.6479
H 3.3086 -1.8489 0.0631
H 2.0312 -2.3261 1.3573
H 3.7664 -2.7958 1.5211
H 2.9170 -0.7398 3.0369
H 4.5149 -0.6605 2.1798
H 1.0840 0.7704 3.4235
H 0.5618 -1.0168 3.2253
H -1.9215 -1.4738 3.8540
H -4.3432 -0.5367 4.2977
H -4.7670 1.9657 3.8562
H -2.8643 3.5641 3.0957
H -0.4969 2.6347 2.6999
H -1.7132 -0.2276 0.8833
H 0.7675 -1.7608 -3.2924
H 0.4635 -1.7516 -5.8973
H -0.0751 0.6684 -6.9096
H -0.0984 2.6518 -5.3966
H 3.0479 0.1364 -2.6347
H 3.9986 0.1100 -1.1196
H 3.4336 1.7441 -1.8243
N -3.9334 -1.9842 -1.0597
O -2.9791 -2.6189 -1.5587
O -4.6586 -1.2799 -1.7838
O -4.1483 -2.0489 0.1703
*
```

Summary:
Energy relative to the best compared isomer or geometry (same formula, charge and spin)   1241.76 kJ/mol
E_tot   -1338.82978 a.u.
Lowest unoccupied orbital energy   -1.3 eV
Gap between HOMO and LUMO   5.410 eV
HOMO   -6.723 eV